DFT (the ωB97M-V functional and the def2-TZVPD basis) results for one molecule with the formula C3H4N2O.

As for the multiplicity: 1. Its calculated total energy is -301.3592 Eh. As for the lowest unoccupied orbital energy: 0.955 eV. The value obtained for the molar mass is 84.1 Da. The value obtained for the orbital gap is 9.83 eV. Its total charge is 0.

Each line ends with the Löwdin charge.
Cartesian coordinates (Å):
N1 1.86 -0.35 -0.61  0.11
C1 0.99 0.02 0.30  -0.30
O1 0.09 -0.90 0.39  -0.05
C2 -1.09 0.01 0.71  -0.17
C3 -1.63 0.87 -0.27  -0.22
N2 -2.06 1.55 -1.07  0.18
H1 1.84 -1.19 -1.16  0.11
H2 2.63 0.25 -0.78  0.08
H3 -1.75 -0.83 0.87  0.13
H4 -0.88 0.56 1.61  0.12

DFT (the ωB97M-V functional and the def2-TZVPD basis) results for a 5-piece molecular cluster, C21H30N2O13S overall.

As for the SMILES: O=[N+]([O-])c1ccccc1.O=[N+]([O-])c1ccccc1.CCOS(C)(=O)=O.COC(=O)OC.COC(=O)OC. As for the multiplicity: 1. Its calculated total energy is -2303.7168 Eh. As for the lowest unoccupied orbital energy: -0.558 eV. The value obtained for the molar mass is 550.5 Da. The value obtained for the orbital gap is 9.39 eV. Its total charge is 0.

Each line ends with the Löwdin charge.
Cartesian coordinates (Å):
O1 -19.87 15.47 22.11  0.06
N1 -20.42 15.36 21.02  -0.27
O2 -20.21 14.41 20.19  0.05
C1 -21.31 16.52 20.54  -0.14
C2 -21.02 17.79 21.01  -0.02
C3 -21.77 18.87 20.54  -0.06
C4 -22.69 18.66 19.53  -0.09
C5 -23.07 17.40 19.14  -0.07
C6 -22.38 16.36 19.68  -0.03
H1 -20.09 17.84 21.55  0.12
H2 -21.69 19.88 20.92  0.11
H3 -23.16 19.47 18.99  0.11
H4 -23.80 17.24 18.36  0.12
H5 -22.60 15.37 19.31  0.12
O3 -12.79 11.03 12.59  0.07
N2 -13.44 12.07 12.46  -0.32
O4 -14.14 12.27 11.45  0.05
C7 -13.74 12.92 13.61  -0.14
C8 -12.88 12.93 14.70  0.00
C9 -13.05 13.85 15.75  -0.07
C10 -14.17 14.63 15.75  -0.09
C11 -15.15 14.59 14.74  -0.07
C12 -14.85 13.79 13.66  0.00
H6 -12.01 12.31 14.87  0.12
H7 -12.34 13.97 16.55  0.11
H8 -14.39 15.21 16.64  0.10
H9 -16.01 15.25 14.73  0.10
H10 -15.48 13.81 12.78  0.11
C13 -17.48 19.71 11.65  -0.09
C14 -18.64 18.92 12.07  -0.32
O5 -19.04 19.33 13.38  -0.24
S1 -20.05 18.35 14.18  0.69
C15 -21.46 18.45 13.02  -0.10
O6 -19.46 17.01 14.09  -0.29
O7 -20.37 19.06 15.45  -0.31
H11 -17.74 20.75 11.49  0.09
H12 -17.01 19.41 10.71  0.09
H13 -16.61 19.59 12.30  0.09
H14 -19.41 19.06 11.32  0.11
H15 -18.34 17.88 11.98  0.13
H16 -21.08 18.12 12.05  0.06
H17 -21.88 19.45 13.04  0.08
H18 -22.16 17.70 13.38  0.07
C16 -19.51 17.99 18.04  0.00
O8 -19.08 16.60 18.13  0.02
C17 -18.12 16.07 17.46  -0.50
O9 -17.28 16.67 16.73  0.05
O10 -18.05 14.69 17.84  -0.06
C18 -17.16 13.74 17.20  -0.03
H19 -19.17 18.64 18.85  0.09
H20 -20.60 18.01 18.06  0.08
H21 -19.01 18.47 17.20  0.07
H22 -17.45 12.81 17.67  0.10
H23 -16.12 14.00 17.42  0.07
H24 -17.28 13.78 16.11  0.08
C19 -19.57 21.93 18.06  -0.03
O11 -20.99 21.90 18.28  -0.02
C20 -21.52 22.75 19.19  -0.46
O12 -20.86 23.64 19.86  0.04
O13 -22.90 22.61 19.05  -0.05
C21 -23.79 23.51 19.82  -0.03
H25 -18.96 21.90 18.97  0.10
H26 -19.37 22.86 17.53  0.10
H27 -19.16 21.10 17.49  0.08
H28 -23.34 23.83 20.75  0.08
H29 -24.73 23.03 20.11  0.09
H30 -23.95 24.44 19.28  0.09

DFT (the ωB97M-V functional and the def2-TZVPD basis) results for C2H6N2 as an isolated structure.

As for the multiplicity: 1. Its calculated total energy is -189.1874 Eh. As for the lowest unoccupied orbital energy: 0.814 eV. The value obtained for the molar mass is 58.1 Da. The value obtained for the orbital gap is 10.26 eV. Its total charge is 0.

Each line ends with the Löwdin charge.
Cartesian coordinates (Å):
C1 0.30 1.14 -0.49  -0.04
N1 -0.27 -1.26 -0.82  0.09
C2 -0.05 -0.20 0.19  -0.59
N2 -0.05 -0.12 1.48  0.10
H1 0.57 1.78 0.35  0.06
H2 -0.60 1.56 -0.95  0.08
H3 1.14 0.86 -1.13  0.08
H4 0.65 -1.17 -0.18  0.11
H5 -1.01 -1.90 -0.52  0.07
H6 -0.67 -0.68 2.06  0.05